Record 1
ORCA calculation (the ωB97M-V functional and the def2-TZVPD basis) on an isolated molecule of C7H12 in a non-equilibrium geometry.

Values from the calculation:
- structure (SMILES) = C=C=C[C@@H](C)CC
- energy above the lowest of the compared OMol25 structures with the same formula, charge and spin (eV) = 3.643
- M (g mol⁻¹) = 96.173
- HOMO level (eV) = -8.83
- orbital gap (eV) = 9.165
- electronic energy (Eh) = -273.7747

Structure (ORCA input):
```
! RIJCOSX wB97M-V def2-TZVPD def2/J DEFGRID3
* xyz 0 1
C -2.883 0.064 1.037
C -1.695 0.604 0.784
C -0.462 0.261 1.174
C 0.768 0.180 0.224
C 2.050 0.179 1.028
C 0.653 -0.766 -0.951
C -0.014 0.027 -2.123
H -3.850 0.496 0.842
H -2.887 -0.950 1.427
H -0.272 0.238 2.241
H 0.337 1.187 0.061
H 2.188 1.060 1.653
H 2.156 -0.707 1.656
H 2.896 0.140 0.343
H 1.612 -1.009 -1.402
H 0.016 -1.638 -0.831
H -0.971 0.408 -1.775
H 0.595 0.874 -2.437
H -0.236 -0.649 -2.949
*
```

These are the Löwdin partial charges, in e, on atoms 1 to 8: number 1, C, carries -0.03; number 2, C, carries -0.10; number 3, C, carries -0.08; number 4, C, carries -0.38; number 5, C, carries -0.08; number 6, C, carries -0.20; number 7, C, carries -0.11; number 8, H, carries 0.04


Record 2
ORCA calculation (the ωB97M-V functional and the def2-TZVPD basis) on a structure of composition C14H13N3OS in a non-equilibrium geometry.

Values from the calculation:
- energy above the lowest of the compared OMol25 structures with the same formula, charge and spin (eV) = 9.894
- M (g mol⁻¹) = 271.345
- HOMO level (eV) = -7.53
- orbital gap (eV) = 7.251
- electronic energy (Eh) = -1178.6076

Structure (ORCA input):
```
! RIJCOSX wB97M-V def2-TZVPD def2/J DEFGRID3
* xyz 0 1
N -1.132 -2.120 -1.741
C -0.520 -1.299 -1.223
C 0.165 -0.193 -0.539
C -0.511 0.862 -0.113
N -1.857 1.116 -0.345
C -2.334 2.438 -0.577
C -3.735 2.431 -0.503
C -4.129 1.327 -0.355
C -3.060 0.555 -0.030
C -2.905 -0.819 0.644
N -4.050 -1.289 0.768
O -3.909 -2.608 1.292
H -4.642 -3.325 1.220
H -1.966 -1.031 1.084
H -5.135 0.973 -0.253
H -4.319 3.357 -0.853
H -1.519 3.109 -0.837
S 0.572 1.887 0.734
C 1.973 0.877 0.318
C 1.376 -0.303 -0.109
C 2.244 -1.507 -0.671
C 3.497 -1.310 0.331
C 4.182 0.120 0.126
H 5.125 0.092 0.678
C 3.278 1.174 0.551
H 3.660 2.053 0.555
H 3.382 0.686 1.874
H 4.304 0.446 -1.015
H 4.242 -2.166 -0.121
H 3.488 -1.688 1.299
H 1.794 -2.332 -0.403
H 2.441 -1.515 -1.786
*
```

These are the Löwdin partial charges, in e, on atoms 1 to 8: number 1, N, carries 0.20; number 2, C, carries -0.14; number 3, C, carries -0.29; number 4, C, carries -0.47; number 5, N, carries 0.00; number 6, C, carries -0.04; number 7, C, carries -0.16; number 8, C, carries -0.14


Record 3
ORCA calculation (the ωB97M-V functional and the def2-TZVPD basis) on a structure of composition C18H31BFeN6Sb in a non-equilibrium geometry.

Values from the calculation:
- energy above the lowest of the compared OMol25 structures with the same formula, charge and spin (eV) = 1.554
- M (g mol⁻¹) = 519.905
- HOMO level (spin up / spin down) (eV) = -14.97 / -14.96
- orbital gap (spin up / spin down) (eV) = 5.394 / 6.333
- expectation value of S² = 1.18
- electronic energy (Eh) = -2561.2780

Structure (ORCA input):
```
! RIJCOSX wB97M-V def2-TZVPD def2/J DEFGRID3
* xyz 2 2
Fe -0.011 0.001 0.900
C 3.697 -0.001 1.178
C 3.047 0.003 -0.157
C 3.647 0.001 -1.407
C 2.595 0.001 -2.332
C 2.698 0.000 -3.802
N 1.443 0.002 -1.640
N 1.710 0.004 -0.315
B -0.003 0.000 -2.185
N -0.727 1.254 -1.649
N -0.868 1.491 -0.324
C -1.533 2.647 -0.172
C -1.864 3.209 1.160
C -1.827 3.166 -1.428
C -1.299 2.251 -2.347
C -1.347 2.335 -3.816
N -0.726 -1.254 -1.649
N -0.861 -1.494 -0.323
C -1.526 -2.651 -0.172
C -1.846 -3.219 1.160
C -1.826 -3.166 -1.428
C -1.300 -2.249 -2.346
C -1.348 -2.334 -3.816
H 4.775 0.012 1.048
H 3.423 -0.898 1.735
H 3.403 0.876 1.756
H 4.695 0.000 -1.623
H 3.744 -0.001 -4.091
H 2.216 0.878 -4.227
H 2.216 -0.879 -4.227
H -0.001 0.000 -3.355
H -1.509 2.552 1.957
H -2.942 3.333 1.248
H -1.408 4.191 1.269
H -2.349 4.073 -1.654
H -1.870 3.240 -4.105
H -1.866 1.477 -4.239
H -0.344 2.356 -4.240
H -1.455 -2.583 1.957
H -1.414 -4.214 1.248
H -2.925 -3.316 1.269
H -2.350 -4.072 -1.654
H -1.871 -3.239 -4.105
H -0.345 -2.355 -4.239
H -1.867 -1.476 -4.240
C 0.026 1.945 4.537
Sb 0.009 0.003 3.572
C -1.689 -0.948 4.531
C 1.690 -0.986 4.515
H 0.072 1.789 5.611
H -0.880 2.494 4.294
H 0.896 2.514 4.217
H -1.583 -0.827 5.605
H -1.713 -2.009 4.292
H -2.614 -0.479 4.204
H 1.555 -0.931 5.592
H 2.616 -0.485 4.243
H 1.732 -2.029 4.209
*
```

These are the Löwdin partial charges, in e, on atoms 1 to 8: number 1, Fe, carries 0.77; number 2, C, carries -0.01; number 3, C, carries -0.30; number 4, C, carries 0.07; number 5, C, carries -0.22; number 6, C, carries 0.01; number 7, N, carries 0.04; number 8, N, carries 0.04


Record 4
ORCA calculation (the ωB97M-V functional and the def2-TZVPD basis) on a structure of composition C20H24N2O2RhSe2 in a non-equilibrium geometry.

Values from the calculation:
- energy above the lowest of the compared OMol25 structures with the same formula, charge and spin (eV) = 0.000
- M (g mol⁻¹) = 585.250
- HOMO level (eV) = -10.61
- orbital gap (eV) = 7.766
- electronic energy (Eh) = -5949.7274

Structure (ORCA input):
```
! RIJCOSX wB97M-V def2-TZVPD def2/J DEFGRID3
* xyz 1 1
Rh -0.067 -0.061 0.350
O 0.682 1.709 -0.274
C 0.561 2.887 0.275
C 1.013 4.012 -0.449
C 0.858 5.279 0.053
C 0.277 5.506 1.314
C -0.121 4.429 2.054
C -0.004 3.112 1.553
C -0.214 2.025 2.450
N -0.267 0.766 2.170
C 0.164 -0.166 3.215
C 1.578 -0.560 2.775
N 1.384 -1.083 1.417
C 1.745 -2.292 1.176
C 1.136 -3.156 0.204
C 1.806 -4.325 -0.205
C 1.167 -5.291 -0.936
C -0.199 -5.131 -1.210
C -0.888 -4.020 -0.788
C -0.236 -2.976 -0.098
O -0.943 -1.915 0.220
H 1.476 3.849 -1.413
H 1.203 6.122 -0.532
H 0.177 6.511 1.696
H -0.530 4.568 3.048
H -0.245 2.277 3.511
H -0.478 -1.047 3.225
H 0.156 0.309 4.197
H 1.985 -1.333 3.428
H 2.238 0.309 2.775
H 2.473 -2.748 1.849
H 2.846 -4.450 0.072
H 1.693 -6.175 -1.266
H -0.727 -5.901 -1.758
H -1.946 -3.912 -0.989
C -3.499 -0.385 -0.345
Se -2.151 0.996 -0.489
C -1.814 0.899 -2.401
C -1.242 -0.431 -2.836
Se 0.525 -0.806 -2.105
C 1.498 0.650 -2.920
H -4.254 -0.202 -1.105
H -3.942 -0.283 0.642
H -3.035 -1.362 -0.443
H -1.136 1.729 -2.596
H -2.754 1.113 -2.909
H -1.171 -0.482 -3.923
H -1.855 -1.268 -2.504
H 1.543 0.474 -3.992
H 2.499 0.632 -2.497
H 1.037 1.601 -2.683
*
```

These are the Löwdin partial charges, in e, on atoms 1 to 8: number 1, Rh, carries 0.88; number 2, O, carries -0.28; number 3, C, carries -0.35; number 4, C, carries 0.00; number 5, C, carries -0.05; number 6, C, carries -0.08; number 7, C, carries -0.03; number 8, C, carries -0.16